15
Properties=species:S:1:pos:R:3:nbo_charge:R:1 method="wB97M-V/def2-TZVPD" homo_energy_ev=-7.7 max_force_ha_per_bohr=0.0267 e_tot_ev=-26416.953 e_above_lowest_kj_mol=69.8 multiplicity=1 smiles=CSSCCN
C 0.416 -0.178 2.140 -0.758
S -1.207 -0.986 2.105 0.080
S -1.180 -1.809 0.211 0.039
C -0.055 -0.933 -0.962 -0.512
C -0.570 0.468 -1.326 -0.248
N 0.401 1.472 -0.909 -0.847
H 0.526 0.708 1.523 0.245
H 1.102 -0.977 1.851 0.215
H 0.690 0.033 3.165 0.231
H 0.961 -0.864 -0.578 0.219
H -0.136 -1.712 -1.719 0.235
H -0.885 0.502 -2.365 0.174
H -1.459 0.611 -0.712 0.203
H 0.096 2.413 -1.104 0.371
H 1.299 1.252 -1.320 0.355